No. 1
# C54H105F2N3O16

A 12-piece molecular cluster, C54H105F2N3O16 overall in a non-equilibrium geometry (the ωB97M-V functional and the def2-TZVPD basis, OMol25).

Structure (XYZ):
```
180
Properties=species:S:1:pos:R:3:forces:R:3:lowdin_charge:R:1
C -3.772 -3.470 -4.573 0.2 0.2 -0.4 -0.03
C -4.671 -2.324 -4.109 -0.3 0.6 -0.7 -0.50
C -5.188 -1.540 -5.332 -0.4 -0.1 -0.1 -0.03
C -5.908 -2.881 -3.379 0.2 1.2 0.8 -0.12
C -6.557 -1.839 -2.471 -0.3 0.3 0.7 -0.17
C -5.561 -1.134 -1.556 -0.2 -0.2 0.1 -0.13
C -4.349 -0.518 -2.264 -0.1 0.3 0.3 -0.51
C -4.725 0.869 -2.789 -0.4 0.6 0.2 -0.03
C -3.262 -0.324 -1.203 0.9 -0.3 -0.6 -0.02
N -3.827 -1.447 -3.269 0.0 -0.5 0.4 -0.07
O -2.922 -0.730 -4.121 0.0 -0.4 0.2 -0.03
H -3.098 -3.767 -3.768 -0.2 -0.2 0.1 0.06
H -4.362 -4.313 -4.934 0.0 -0.1 0.1 0.09
H -3.128 -3.154 -5.399 -0.1 0.0 0.0 0.08
H -5.744 -0.657 -5.017 0.1 0.1 0.0 0.07
H -4.381 -1.246 -5.997 0.0 0.1 0.0 0.07
H -5.907 -2.133 -5.905 0.2 -0.2 0.0 0.09
H -6.641 -3.114 -4.147 0.1 -0.7 0.0 0.11
H -5.665 -3.720 -2.728 0.1 -0.3 -0.4 0.11
H -7.159 -1.094 -3.000 0.2 -0.1 -0.3 0.11
H -7.268 -2.320 -1.789 -0.1 -0.2 -0.3 0.11
H -5.233 -1.803 -0.753 0.2 -0.2 -0.3 0.11
H -6.092 -0.344 -1.020 0.1 0.1 -0.1 0.12
H -3.873 1.471 -3.105 0.1 -0.3 -0.2 0.07
H -5.172 1.412 -1.949 0.0 0.0 -0.1 0.08
H -5.473 0.886 -3.583 0.1 -0.2 -0.1 0.07
H -2.322 -0.018 -1.684 -0.3 0.4 0.0 0.08
H -2.981 -1.277 -0.751 -0.5 0.0 0.3 0.07
H -3.558 0.405 -0.451 0.1 -0.1 0.1 0.08
H -2.120 -1.251 -4.004 0.2 0.2 -0.1 0.09
C 5.083 4.053 1.807 -0.1 0.2 0.3 -0.02
C 3.857 3.386 2.492 1.2 1.9 -0.5 -0.50
C 2.613 4.181 2.073 -0.6 -1.3 0.0 -0.03
C 3.804 1.942 2.030 0.6 -0.4 -0.4 -0.13
C 4.687 0.946 2.820 -1.0 0.3 -0.1 -0.16
C 4.477 1.160 4.312 -0.4 -0.6 -0.8 -0.14
C 4.738 2.587 4.761 0.4 0.3 0.2 -0.53
C 4.249 2.693 6.200 0.2 0.1 0.5 -0.04
C 6.250 2.888 4.714 -0.6 0.1 0.1 -0.01
N 3.931 3.495 3.953 -1.0 -1.1 0.0 -0.10
O 4.070 4.839 4.364 0.3 0.0 -0.1 -0.02
H 5.923 3.361 1.834 0.2 0.2 -0.2 0.07
H 4.865 4.342 0.778 0.0 -0.4 -0.1 0.08
H 5.358 4.982 2.312 0.0 -0.1 0.2 0.08
H 2.414 4.040 1.007 0.1 0.2 0.0 0.07
H 1.773 3.708 2.601 -0.1 0.3 0.0 0.08
H 2.651 5.237 2.314 0.2 0.1 0.0 0.08
H 2.751 1.652 1.940 0.1 -0.4 0.4 0.10
H 4.246 1.845 1.033 -0.5 0.6 -0.2 0.10
H 4.307 -0.016 2.464 0.4 -0.3 0.4 0.10
H 5.733 0.999 2.518 0.0 0.2 0.0 0.11
H 5.083 0.480 4.914 0.0 0.0 0.0 0.12
H 3.419 0.911 4.463 0.1 0.1 0.4 0.11
H 4.357 3.709 6.579 -0.1 0.0 -0.1 0.08
H 4.852 2.057 6.858 0.0 0.0 -0.1 0.09
H 3.212 2.373 6.303 -0.1 0.1 -0.1 0.08
H 6.749 2.144 5.335 0.3 0.1 0.0 0.09
H 6.415 3.895 5.097 0.2 -0.1 0.1 0.09
H 6.627 2.853 3.698 0.2 -0.1 0.0 0.06
H 3.182 5.062 4.661 0.0 0.0 0.1 0.11
C -3.211 5.921 1.408 0.2 0.2 -0.4 -0.03
C -1.796 5.324 1.464 0.0 -0.6 0.4 -0.53
C -0.933 6.227 2.332 -0.7 0.6 0.7 -0.03
C -1.867 3.954 2.171 -0.4 0.7 0.1 -0.13
C -2.275 2.812 1.245 0.0 0.3 1.5 -0.17
C -1.301 2.757 0.101 -0.6 0.0 -0.6 -0.13
C -1.399 4.050 -0.753 -0.1 -0.2 1.4 -0.50
C -0.247 3.986 -1.731 -0.3 0.0 -0.9 -0.04
C -2.778 4.147 -1.428 0.6 -0.7 -1.1 0.00
N -1.116 5.144 0.183 0.9 0.3 -0.2 -0.09
O -1.121 6.371 -0.548 -0.4 0.1 0.0 -0.02
H -3.906 5.253 0.903 -0.1 0.1 0.0 0.07
H -3.599 6.110 2.408 0.1 -0.1 0.1 0.08
H -3.154 6.883 0.894 -0.3 -0.1 -0.1 0.08
H -1.469 6.332 3.283 0.2 -0.1 0.1 0.09
H 0.049 5.821 2.563 0.1 0.0 -0.3 0.07
H -0.883 7.253 1.958 0.3 -0.1 -0.2 0.08
H -0.936 3.752 2.710 0.2 -0.2 -0.4 0.11
H -2.602 4.104 2.971 0.0 -0.3 0.0 0.12
H -2.300 1.953 1.922 0.1 -0.5 -0.7 0.09
H -3.310 2.951 0.923 0.1 0.0 -0.2 0.11
H -1.544 1.948 -0.594 0.2 -0.2 0.2 0.10
H -0.282 2.637 0.478 0.1 0.0 0.0 0.12
H 0.684 3.984 -1.174 0.1 0.2 -0.1 0.06
H -0.274 4.781 -2.480 0.1 0.3 0.3 0.09
H -0.309 3.071 -2.333 0.0 -0.1 0.3 0.08
H -2.616 4.276 -2.505 -0.2 0.4 0.1 0.08
H -3.396 4.948 -1.052 -0.1 0.0 0.0 0.07
H -3.281 3.177 -1.393 -0.3 0.2 0.4 0.06
H -0.296 6.802 -0.303 0.1 -0.1 0.0 0.10
O 1.665 -0.391 -3.301 0.0 -0.2 0.4 0.15
C 1.136 0.100 -4.240 0.1 0.1 -0.4 -0.56
O -0.075 0.675 -4.259 -0.4 -0.5 -0.2 0.08
C -0.420 0.914 -5.624 0.2 0.3 -1.1 -0.05
C 0.947 0.992 -6.279 -0.3 1.0 0.3 -0.27
F 1.439 2.290 -6.155 0.0 -0.4 -0.1 0.04
O 1.713 0.153 -5.475 0.1 0.0 -0.1 0.13
H -0.967 0.113 -6.133 -0.1 -0.3 0.7 0.14
H -0.996 1.824 -5.744 0.1 0.1 0.3 0.15
H 0.994 0.746 -7.333 0.2 -0.3 0.0 0.17
O -1.902 -2.467 1.698 -0.6 -0.1 0.1 0.18
C -0.928 -1.966 1.273 1.0 -0.1 0.3 -0.54
O -0.481 -0.714 1.545 0.0 -0.1 0.3 0.06
C 0.876 -0.636 1.140 1.1 1.0 -0.8 -0.06
C 0.932 -1.688 0.044 0.8 0.1 0.5 -0.30
F 2.126 -2.334 -0.023 0.2 0.1 0.1 0.06
O -0.009 -2.626 0.502 -0.7 0.2 -0.7 0.12
H 1.149 0.356 0.765 -0.7 0.0 -0.2 0.12
H 1.634 -0.752 1.926 -0.5 -0.8 0.3 0.14
H 0.741 -1.266 -0.946 -0.4 -0.3 -0.1 0.16
C 5.723 -3.068 -0.870 -0.9 -0.3 0.4 -0.02
C 6.199 -3.994 0.228 1.5 1.4 0.7 -0.48
C 7.539 -4.680 0.005 -0.8 -1.1 0.2 -0.02
O 5.759 -3.927 1.355 -0.6 -0.4 -0.4 0.06
H 6.504 -2.338 -1.078 0.2 -0.3 -0.3 0.09
H 4.876 -2.499 -0.495 -0.2 -0.1 0.0 0.06
H 5.398 -3.633 -1.744 0.3 0.2 -0.2 0.08
H 7.447 -5.525 -0.685 0.1 0.3 -0.3 0.08
H 7.810 -5.137 0.956 0.3 0.2 0.0 0.08
H 8.286 -3.974 -0.342 0.0 0.0 -0.1 0.08
C 2.858 -5.227 2.559 1.3 -0.3 0.7 -0.02
C 2.111 -6.357 1.904 -0.2 0.5 -0.8 -0.49
C 0.714 -6.127 1.388 -0.5 0.4 0.6 -0.02
O 2.667 -7.404 1.685 0.2 -0.5 0.2 0.07
H 2.714 -5.133 3.641 -0.7 0.0 -0.1 0.09
H 2.767 -4.247 2.102 -0.4 0.0 -0.2 0.07
H 3.913 -5.517 2.525 -0.1 0.2 -0.3 0.07
H 0.692 -5.827 0.339 0.4 -0.1 -0.1 0.07
H 0.225 -5.303 1.915 0.0 -0.1 0.1 0.08
H 0.118 -7.030 1.503 0.0 0.0 -0.1 0.08
C 0.093 -0.228 4.926 0.0 -0.2 -0.1 -0.01
C -0.675 1.007 5.314 -0.3 0.3 -0.3 -0.50
C -2.185 0.859 5.475 1.0 0.2 0.2 -0.01
O -0.124 2.065 5.482 0.2 0.3 0.1 0.07
H 1.159 -0.026 4.856 0.0 0.1 0.1 0.07
H -0.268 -0.582 3.954 -0.1 0.0 0.1 0.07
H -0.070 -1.027 5.652 -0.1 0.0 0.0 0.09
H -2.542 1.683 6.087 0.0 -0.2 0.3 0.09
H -2.273 -0.124 5.940 -0.9 0.1 -0.1 0.08
H -2.695 0.964 4.516 0.1 -0.5 -0.1 0.07
C -5.527 0.330 3.695 -0.2 -0.2 -0.4 -0.02
C -4.639 -0.607 2.898 -0.1 0.2 0.1 -0.50
C -4.598 -2.084 3.148 -0.3 -0.2 0.8 -0.01
O -3.908 -0.099 2.084 0.4 0.0 -0.6 0.05
H -5.286 0.343 4.758 0.1 0.0 0.0 0.08
H -6.587 0.079 3.599 0.1 -0.2 0.0 0.08
H -5.353 1.286 3.209 -0.1 0.3 0.4 0.08
H -5.405 -2.427 3.798 -0.1 0.1 -0.1 0.08
H -3.663 -2.265 3.686 0.0 -0.1 -0.1 0.09
H -4.586 -2.689 2.247 0.1 0.2 -0.2 0.07
C 2.611 2.191 -1.788 0.3 0.9 0.4 -0.01
C 4.019 2.075 -2.330 0.0 0.7 0.3 -0.48
C 4.195 1.947 -3.818 0.2 -1.4 0.3 -0.01
O 4.967 2.163 -1.583 0.1 -0.3 0.0 0.07
H 2.066 2.899 -2.412 -0.3 -0.5 -0.3 0.07
H 2.666 2.697 -0.821 0.2 -0.2 0.1 0.06
H 2.088 1.251 -1.644 0.0 -0.1 -0.4 0.07
H 3.822 0.933 -4.026 -0.2 0.3 -0.3 0.08
H 5.254 1.890 -4.058 0.0 0.5 0.0 0.09
H 3.639 2.663 -4.412 0.0 0.1 0.0 0.08
C 0.812 -3.670 -3.433 0.3 0.8 0.5 0.00
C 1.323 -3.919 -4.822 -0.5 -0.6 -0.3 -0.49
C 2.406 -4.935 -4.999 0.9 -0.7 0.1 -0.02
O 0.790 -3.394 -5.771 0.0 0.4 -0.2 0.07
H 0.582 -2.605 -3.360 -0.1 -0.1 0.0 0.06
H 1.557 -3.880 -2.664 -0.1 -0.2 0.0 0.09
H -0.114 -4.205 -3.222 0.1 -0.2 -0.2 0.07
H 2.632 -5.201 -6.030 -0.3 0.4 -0.2 0.08
H 2.152 -5.876 -4.498 -0.1 0.2 0.2 0.09
H 3.360 -4.624 -4.558 -0.2 0.2 0.2 0.09
C -3.213 -4.236 -0.569 0.6 -0.2 -0.1 -0.01
C -2.563 -5.592 -0.501 0.1 0.2 -0.2 -0.49
C -1.826 -6.078 -1.729 0.0 0.3 -0.5 -0.01
O -2.509 -6.203 0.534 -0.1 -0.4 0.3 0.07
H -2.344 -3.568 -0.620 -0.2 0.2 0.1 0.08
H -3.747 -4.068 0.359 -0.2 0.2 -0.1 0.08
H -3.779 -4.053 -1.478 -0.2 -0.1 0.0 0.06
H -0.818 -6.381 -1.451 0.0 -0.1 0.1 0.08
H -1.763 -5.292 -2.486 0.0 0.0 0.1 0.04
H -2.322 -6.920 -2.214 -0.1 -0.1 0.3 0.09
```
Forces are in eV/Å.

Summary:
HOMO energy in eV: -7.9
SMILES: CC1(C)CCCC(C)(C)N1O.CC1(C)CCCC(C)(C)N1O.CC1(C)CCCC(C)(C)N1O.O=C1OC[C@@H](F)O1.O=C1OC[C@@H](F)O1.CC(C)=O.CC(C)=O.CC(C)=O.CC(C)=O.CC(C)=O.CC(C)=O.CC(C)=O
HOMO-LUMO gap in eV: 8.3

=====

No. 2
# CH6N2O3

CH6N2O3 as an isolated structure in a non-equilibrium geometry (the ωB97M-V functional and the def2-TZVPD basis, OMol25).

Structure (XYZ):
```
12
Properties=species:S:1:pos:R:3:forces:R:3:lowdin_charge:R:1
C 0.534 0.033 -0.057 -1.3 1.6 -2.7 -0.62
N 0.936 1.308 0.499 0.2 -0.6 0.3 0.07
N 1.635 -0.793 -0.412 0.9 -0.5 0.2 0.08
O -0.480 -0.638 0.575 -2.2 0.0 0.1 0.01
H 2.533 -0.441 -0.112 -0.2 0.1 0.1 0.07
H 1.342 1.159 1.418 0.0 0.1 0.1 0.07
H 0.123 1.907 0.600 0.1 -0.1 0.0 0.08
H 1.540 -1.772 -0.188 -0.2 0.1 0.1 0.08
O -1.687 -0.204 -0.578 0.4 -0.2 0.2 -0.12
O -3.021 0.009 -0.310 0.9 -0.6 0.8 0.01
H -3.418 -0.877 -0.399 0.1 0.1 0.0 0.11
H -0.037 0.309 -1.038 1.3 0.0 0.9 0.16
```
Forces are in eV/Å.

Summary:
HOMO energy (alpha / beta) in eV: -9.3 / -9.3
ΔE to the lowest compared entry with this formula, charge and spin in eV: 5.624
HOMO-LUMO gap (alpha / beta) in eV: 8.4 / 8.4

=====

No. 3
# C3H7N3

One molecule with the formula C3H7N3 in a non-equilibrium geometry (the ωB97M-V functional and the def2-TZVPD basis, OMol25).

Structure (XYZ):
```
13
Properties=species:S:1:pos:R:3:forces:R:3:lowdin_charge:R:1
H 1.652 -1.164 -0.185 0.2 -0.1 0.8 0.03
N 0.965 -1.912 -0.237 -1.7 0.7 -1.2 0.10
C -0.196 -1.527 0.116 0.8 0.0 3.9 -0.24
N -0.467 -0.418 1.144 1.5 -1.9 -0.1 -0.01
C -0.371 0.873 0.593 -1.1 -1.8 -3.2 -0.28
C 0.625 1.311 -0.430 -0.3 -0.2 0.2 -0.16
N -0.606 0.692 -0.892 0.2 4.0 -1.0 -0.05
H -1.048 -2.217 0.095 0.2 0.2 -0.4 0.11
H -1.303 -0.565 1.701 0.2 0.0 -0.5 0.10
H -0.991 1.639 1.056 0.1 -0.2 0.0 0.14
H 1.539 0.774 -0.638 0.2 -0.2 0.4 0.08
H 0.729 2.380 -0.587 0.1 0.2 0.0 0.09
H -0.529 0.134 -1.736 -0.4 -0.6 1.1 0.10
```
Forces are in eV/Å.

Summary:
HOMO energy in eV: -8.2
SMILES: [H]/N=C\N[C@H]1CN1
ΔE to the lowest compared entry with this formula, charge and spin in eV: 3.720
HOMO-LUMO gap in eV: 9.2

=====

No. 4
# C17H14BrCl2NO5Pb

C17H14BrCl2NO5Pb as an isolated structure in a non-equilibrium geometry (the ωB97M-V functional and the def2-TZVPD basis, OMol25).

Structure (XYZ):
```
41
Properties=species:S:1:pos:R:3:forces:R:3:lowdin_charge:R:1
Pb -1.179 -0.443 0.434 0.5 0.3 0.4 1.52
Cl 6.140 -2.444 -1.464 -0.4 0.0 -0.5 0.66
C 4.609 -1.805 -0.958 -1.9 0.2 0.7 -0.65
C 4.636 -1.095 0.275 -1.9 -0.1 -0.5 -0.11
C 3.454 -0.695 0.914 1.7 -0.5 -2.0 -0.63
Cl 3.608 0.015 2.425 -0.2 0.7 1.2 0.76
C 2.179 -0.799 0.284 0.1 -0.7 1.0 -0.38
O 1.166 -0.299 0.888 0.0 -0.3 -0.9 -0.26
C 2.186 -1.568 -0.950 -2.0 1.8 1.8 -0.15
C 0.946 -1.796 -1.595 -2.6 -0.9 0.8 -0.13
O -0.293 -1.800 -1.210 2.8 0.7 -0.3 -0.20
C 3.341 -2.048 -1.529 2.9 -0.2 -0.4 -0.05
H 5.576 -0.847 0.714 0.4 -0.1 0.4 0.09
H 1.023 -2.137 -2.592 0.3 -0.6 -1.4 0.12
H 3.229 -2.620 -2.440 0.2 -0.1 -0.1 0.12
Br -4.438 0.570 -1.952 -0.1 -1.0 1.2 0.67
C -4.748 -0.781 -0.554 -1.5 -0.5 1.1 -0.65
C -6.081 -1.315 -0.358 1.0 1.6 -0.9 -0.08
C -6.222 -2.402 0.486 0.3 0.1 0.5 -0.05
C -5.132 -2.818 1.254 0.2 -0.1 -0.3 0.01
C -3.916 -2.172 1.088 -0.1 -0.6 0.7 -0.20
N -3.747 -1.164 0.229 0.0 0.1 -1.4 -0.04
C -2.714 -2.764 1.872 1.9 -1.2 0.4 -0.54
O -2.851 -3.839 2.458 -0.6 1.6 -0.7 0.06
O -1.514 -2.193 1.791 -1.8 0.4 -0.6 -0.24
H -6.940 -0.755 -0.794 0.8 -1.0 0.0 0.11
H -7.168 -2.922 0.585 -0.1 0.3 0.0 0.11
H -5.135 -3.641 1.971 -0.2 0.2 -0.4 0.13
C 2.045 4.042 0.712 2.6 -1.8 0.7 -0.18
C 2.204 4.088 -0.791 -0.9 0.9 -1.5 -0.18
C 1.340 2.922 -1.272 -0.2 -1.5 1.9 -0.16
O 0.192 3.037 -0.345 0.5 -0.2 -0.7 -0.19
C 0.689 3.459 0.955 -0.3 -0.2 -1.6 -0.20
H 2.194 4.931 1.287 0.1 0.9 -0.1 0.10
H 2.864 3.331 1.114 -1.2 0.9 -0.6 0.14
H 3.196 4.151 -1.207 0.6 -0.5 0.3 0.10
H 1.728 4.968 -1.269 0.0 -0.1 0.6 0.12
H 1.787 1.873 -1.089 -0.3 1.5 -0.3 0.13
H 1.004 2.955 -2.317 -0.1 0.3 0.5 0.12
H 0.719 2.623 1.612 0.0 -0.8 0.6 0.10
H 0.022 4.197 1.339 -0.7 0.5 0.2 0.11
```
Forces are in eV/Å.

Summary:
HOMO energy (alpha / beta) in eV: -8.2 / -8.2
HOMO-LUMO gap (alpha / beta) in eV: 7.3 / 7.3

=====

Quick rundown of total energy, same order as above: -3688.259093; -376.698590; -282.637537; -4774.412312 a.u.